A 2-piece molecular cluster, C4H9NO3 overall. Source: OMol25; level of theory: the ωB97M-V functional and the def2-TZVPD basis.

Its energy relative to the best compared isomer or geometry (same formula, charge and spin) is 1.6185 eV. The value obtained for the LUMO energy is 0.682 eV. For the molar mass, the calculation gives 119.120 g mol⁻¹. Its HOMO energy is -8.16 eV. As for the HOMO-LUMO gap: 8.8 eV. The calculation puts the electronic energy at -438.2696 Ha.

Last column: natural (NBO) charge in e.
Cartesian coordinates (Å):
C -0.026 0.835 -0.536  0.72
C 0.470 -0.633 1.261  -0.71
C -0.174 2.072 0.299  -0.69
C 0.517 -1.658 0.337  0.68
N -1.157 0.341 -1.118  -0.80
O 1.103 0.641 -1.148  -0.70
O -0.498 -2.574 0.362  -0.70
O 1.321 -1.717 -0.654  -0.74
H 1.351 -0.431 -1.088  0.51
H -0.345 -3.165 -0.389  0.49
H -1.998 0.324 -0.561  0.40
H -1.034 -0.468 -1.711  0.40
H -0.289 -0.651 2.031  0.21
H 1.377 -0.081 1.447  0.22
H 0.724 2.229 0.889  0.24
H -1.040 2.015 0.958  0.22
H -0.304 2.922 -0.378  0.24


An isolated molecule of C4H9NO3 in a non-equilibrium geometry. Source: OMol25; level of theory: the ωB97M-V functional and the def2-TZVPD basis.

The SMILES is COO[C@@H](C)C(N)=O. Its energy relative to the best compared isomer or geometry (same formula, charge and spin) is 3.6921 eV. The value obtained for the LUMO energy is 0.808 eV. For the molar mass, the calculation gives 119.120 g mol⁻¹. Its HOMO energy is -9.45 eV. As for the HOMO-LUMO gap: 10.3 eV. The calculation puts the electronic energy at -438.1934 Ha.

Last column: natural (NBO) charge in e.
Cartesian coordinates (Å):
C -1.572 1.798 1.207  -0.27
C 0.983 0.227 -0.994  0.67
N -0.111 0.193 -1.809  -0.84
O -0.282 1.224 1.212  -0.29
O 2.054 0.684 -1.355  -0.61
H -1.019 0.024 -1.398  0.40
H -0.050 0.705 -2.679  0.40
H -2.015 1.727 0.206  0.17
H -1.491 2.851 1.497  0.21
H -2.216 1.296 1.937  0.19
C 0.900 -2.092 0.021  -0.63
C 0.828 -0.611 0.361  0.00
O -0.403 -0.304 0.941  -0.29
H 1.653 -0.310 1.018  0.20
H 0.052 -2.401 -0.597  0.22
H 0.861 -2.682 0.943  0.22
H 1.827 -2.328 -0.511  0.24


A 2-piece molecular cluster, C4H9NO3 overall in a non-equilibrium geometry. Source: OMol25; level of theory: the ωB97M-V functional and the def2-TZVPD basis.

The SMILES is CC(=O)NCC=O.O. Its energy relative to the best compared isomer or geometry (same formula, charge and spin) is 1.2201 eV. The value obtained for the LUMO energy is 0.448 eV. For the molar mass, the calculation gives 119.120 g mol⁻¹. Its HOMO energy is -9.94 eV. As for the HOMO-LUMO gap: 10.4 eV. The calculation puts the electronic energy at -438.2842 Ha.

Last column: natural (NBO) charge in e.
Cartesian coordinates (Å):
C -1.189 -0.455 0.971  -0.72
C -0.534 0.636 0.189  0.68
N 0.808 0.550 -0.022  -0.62
C 1.730 -0.337 0.601  -0.33
C 3.061 0.322 0.853  0.44
O 3.305 1.472 0.604  -0.51
O -1.187 1.549 -0.279  -0.60
H -0.564 -0.876 1.774  0.21
H -2.070 -0.037 1.448  0.25
H -1.470 -1.275 0.324  0.24
H 1.211 1.386 -0.418  0.42
H 1.414 -0.677 1.601  0.22
H 1.881 -1.267 0.032  0.21
H 3.807 -0.335 1.329  0.12
H -4.596 -2.843 -1.551  0.47
H -3.810 -2.435 -2.817  0.47
O -4.696 -2.597 -2.486  -0.94